Entry 1:
The following is a quantum chemistry calculation of one molecule with the formula C4H7N3, from the Open Molecules 2025 dataset.

The geometry in XYZ format:
```
14
C4H7N3 | the Open Molecules 2025 dataset | ωB97M-V/def2-TZVPD
N 0.33151 -1.59047 2.09213
C 0.21406 -0.80034 0.91659
C -0.43818 0.37729 0.62070
C -0.11701 0.57514 -0.75483
N -0.48329 1.63775 -1.70684
C 0.68485 -0.39739 -1.32214
N 0.85486 -1.22157 -0.22977
H 0.73869 -1.06817 2.85974
H -0.56699 -1.94612 2.39949
H -1.03755 0.96743 1.30583
H -0.12262 2.57213 -1.49442
H -1.47985 1.71564 -1.92837
H 0.02408 1.24995 -2.52713
H 1.39744 -2.07126 -0.23097
```

In the Löwdin picture, each atom carries the following charge in e: number 1, N, carries 0.0657; number 2, C, carries -0.4114; number 3, C, carries -0.0346; number 4, C, carries -0.4072; number 5, N, carries 0.1550; number 6, C, carries -0.1292; number 7, N, carries -0.0068; number 8, H, carries 0.0695; number 9, H, carries 0.0698; number 10, H, carries 0.0858; number 11, H, carries 0.1509; number 12, H, carries 0.1509; number 13, H, carries 0.1216; number 14, H, carries 0.1203

---

Entry 2:
The following is a quantum chemistry calculation of one molecule with the formula C4H7N3 in a non-equilibrium geometry, from the Open Molecules 2025 dataset.

Values from the calculation:
SMILES string	[H]/N=C(\C#N)NCC

The geometry in XYZ format:
```
14
C4H7N3 | the Open Molecules 2025 dataset | ωB97M-V/def2-TZVPD
H 1.41192 -0.43116 -2.59442
N 1.04356 0.06807 -1.78977
C 0.02451 -0.53235 -1.30868
C -0.49208 -1.78614 -1.86821
N -0.84311 -2.78709 -2.33006
N -0.69054 -0.07703 -0.24192
C -0.23713 1.03184 0.57925
C 0.32813 0.56447 1.91718
H -1.41378 -0.67126 0.12986
H 0.52502 1.55052 -0.00448
H -1.07467 1.72374 0.73406
H 1.17019 -0.11863 1.76533
H -0.43220 0.04376 2.51173
H 0.68017 1.42126 2.50012
```

In the Löwdin picture, each atom carries the following charge in e: number 1, H, carries 0.0577; number 2, N, carries 0.1367; number 3, C, carries -0.4659; number 4, C, carries -0.1377; number 5, N, carries 0.1583; number 6, N, carries 0.0149; number 7, C, carries -0.2472; number 8, C, carries -0.0893; number 9, H, carries 0.1366; number 10, H, carries 0.1015; number 11, H, carries 0.1147; number 12, H, carries 0.0764; number 13, H, carries 0.0705; number 14, H, carries 0.0728

---

Entry 3:
The following is a quantum chemistry calculation of one molecule with the formula C4H7N3 in a non-equilibrium geometry, from the Open Molecules 2025 dataset.

Values from the calculation:
SMILES string	Nc1c[nH]cc1N

The geometry in XYZ format:
```
14
C4H7N3 | the Open Molecules 2025 dataset | ωB97M-V/def2-TZVPD
N -1.18577 1.61771 -0.07514
C -0.15222 0.78476 -0.10819
C 1.25478 1.03308 -0.07427
N 1.88893 -0.19272 -0.12058
C 0.92083 -1.28027 -0.07712
C -0.29794 -0.73781 -0.10433
N -1.50195 -1.42360 -0.15749
H -0.98945 2.54770 0.28342
H -2.10286 1.48289 -0.41989
H 1.71252 2.02917 0.00079
H 2.87890 -0.25784 0.18720
H 1.27766 -2.32929 -0.04007
H -1.47664 -2.37098 0.27204
H -2.22679 -0.90280 0.43364
```

In the Löwdin picture, each atom carries the following charge in e: number 1, N, carries 0.0746; number 2, C, carries -0.2905; number 3, C, carries -0.1008; number 4, N, carries -0.0519; number 5, C, carries -0.0832; number 6, C, carries -0.3323; number 7, N, carries 0.0444; number 8, H, carries 0.1003; number 9, H, carries 0.0778; number 10, H, carries 0.1054; number 11, H, carries 0.1409; number 12, H, carries 0.1150; number 13, H, carries 0.0945; number 14, H, carries 0.1057

---

Entry 4:
The following is a quantum chemistry calculation of one molecule with the formula C4H7N3, from the Open Molecules 2025 dataset.

Values from the calculation:
SMILES string	Nc1c[nH]c(N)c1

The geometry in XYZ format:
```
14
C4H7N3 | the Open Molecules 2025 dataset | ωB97M-V/def2-TZVPD
N 2.43406 -0.57085 0.31329
C 1.12304 -0.09195 0.09697
C 0.72284 1.21471 -0.05627
N -0.65406 1.21768 -0.13895
C -1.12742 -0.05729 -0.05605
N -2.52772 -0.26361 -0.11031
C -0.05055 -0.90175 0.09507
H 3.12378 0.15724 0.17486
H 2.65623 -1.34416 -0.30278
H 1.29620 2.13014 -0.09780
H -1.24749 2.01250 -0.30977
H -2.75466 -1.08036 -0.66568
H -2.90735 -0.41266 0.81954
H -0.09245 -1.97570 0.22840
```

In the Löwdin picture, each atom carries the following charge in e: number 1, N, carries 0.0624; number 2, C, carries -0.3587; number 3, C, carries -0.0896; number 4, N, carries 0.0513; number 5, C, carries -0.3946; number 6, N, carries 0.0757; number 7, C, carries -0.0065; number 8, H, carries 0.0745; number 9, H, carries 0.0775; number 10, H, carries 0.1053; number 11, H, carries 0.1473; number 12, H, carries 0.0752; number 13, H, carries 0.0782; number 14, H, carries 0.1020

---

Entry 5:
The following is a quantum chemistry calculation of one molecule with the formula C4H7N3, from the Open Molecules 2025 dataset.

Values from the calculation:
SMILES string	Nc1c[nH]c(N)c1

The geometry in XYZ format:
```
14
C4H7N3 | the Open Molecules 2025 dataset | ωB97M-V/def2-TZVPD
N 2.39399 -0.70580 0.30164
C 1.12216 -0.16811 0.02180
C 0.77497 1.15602 -0.05106
N -0.61010 1.21743 -0.13409
C -1.12235 -0.04350 -0.13218
N -2.52490 -0.20658 -0.12145
C -0.08130 -0.93713 -0.05967
H 3.13891 -0.03816 0.15046
H 2.58238 -1.54869 -0.22491
H 1.37492 2.05179 0.01957
H -1.15550 2.03876 -0.33727
H -2.76372 -1.18519 -0.23038
H -2.88365 0.08881 0.78269
H -0.16772 -2.01556 -0.00555
```

In the Löwdin picture, each atom carries the following charge in e: number 1, N, carries 0.0662; number 2, C, carries -0.3616; number 3, C, carries -0.0935; number 4, N, carries 0.0491; number 5, C, carries -0.3997; number 6, N, carries 0.0822; number 7, C, carries -0.0092; number 8, H, carries 0.0768; number 9, H, carries 0.0769; number 10, H, carries 0.1029; number 11, H, carries 0.1473; number 12, H, carries 0.0785; number 13, H, carries 0.0836; number 14, H, carries 0.1005

---

Entry 6:
The following is a quantum chemistry calculation of one molecule with the formula C4H7N3, from the Open Molecules 2025 dataset.

Values from the calculation:
SMILES string	Cc1cn(C)nn1

The geometry in XYZ format:
```
14
C4H7N3 | the Open Molecules 2025 dataset | ωB97M-V/def2-TZVPD
C -2.45658 -0.08227 -0.33492
C -1.09632 0.15580 0.23966
C 0.04142 0.73402 -0.26610
N 1.06043 0.15650 0.43876
C 2.44331 -0.07295 0.03097
N 0.55935 -0.68559 1.35299
N -0.72322 -0.67046 1.25882
H -2.49662 -1.16518 -0.52441
H -3.26595 0.15288 0.35730
H -2.61882 0.44053 -1.27872
H 0.18278 1.50382 -1.01515
H 2.61273 -1.15360 0.01822
H 3.16837 0.38572 0.70541
H 2.58912 0.30077 -0.98283
```

In the Löwdin picture, each atom carries the following charge in e: number 1, C, carries -0.0540; number 2, C, carries -0.3506; number 3, C, carries -0.0287; number 4, N, carries -0.1933; number 5, C, carries -0.0228; number 6, N, carries 0.0151; number 7, N, carries 0.0342; number 8, H, carries 0.0816; number 9, H, carries 0.0714; number 10, H, carries 0.0717; number 11, H, carries 0.1211; number 12, H, carries 0.0873; number 13, H, carries 0.0827; number 14, H, carries 0.0845

---

Entry 7:
The following is a quantum chemistry calculation of one molecule with the formula C4H7N3, from the Open Molecules 2025 dataset.

Values from the calculation:
SMILES string	Nc1c[nH]c(N)c1

The geometry in XYZ format:
```
14
C4H7N3 | the Open Molecules 2025 dataset | ωB97M-V/def2-TZVPD
N -0.88431 -0.11745 -2.36507
C -0.36685 -0.20962 -1.04753
C 0.43188 -1.23214 -0.59282
N 0.83357 -0.92015 0.69320
C 0.31684 0.28746 1.05778
N 0.56216 0.78047 2.36053
C -0.43738 0.76254 0.00632
H -1.44433 -0.90744 -2.66051
H -1.36635 0.75160 -2.57649
H 0.76277 -2.13208 -1.09067
H 1.31802 -1.53476 1.32760
H 1.48004 1.20968 2.44105
H -0.12968 1.47892 2.60603
H -0.95488 1.71497 -0.00823
```

In the Löwdin picture, each atom carries the following charge in e: number 1, N, carries 0.0581; number 2, C, carries -0.3472; number 3, C, carries -0.0931; number 4, N, carries 0.0514; number 5, C, carries -0.3970; number 6, N, carries 0.0799; number 7, C, carries -0.0097; number 8, H, carries 0.0750; number 9, H, carries 0.0744; number 10, H, carries 0.1060; number 11, H, carries 0.1479; number 12, H, carries 0.0803; number 13, H, carries 0.0768; number 14, H, carries 0.0973

---

Entry 8:
The following is a quantum chemistry calculation of one molecule with the formula C4H7N3 in a non-equilibrium geometry, from the Open Molecules 2025 dataset.

Values from the calculation:
SMILES string	[H]/N=C1/NC=CCN1

The geometry in XYZ format:
```
14
C4H7N3 | the Open Molecules 2025 dataset | ωB97M-V/def2-TZVPD
H 0.76995 0.18079 2.86907
N 1.06881 -0.36208 2.08094
C 0.40788 -0.21960 0.96864
N 0.83586 -1.00079 -0.14616
C 0.69280 -0.27303 -1.44748
C -0.49319 0.39592 -1.67645
C -1.47987 0.78353 -0.57974
N -0.85039 0.46533 0.66365
H 1.95364 -0.94981 0.09224
H 1.40932 -0.63013 -2.17826
H -0.84335 0.83587 -2.60316
H -1.73428 1.86571 -0.75662
H -2.45337 0.07281 -0.75194
H -1.24759 0.78664 1.54985
```

In the Löwdin picture, each atom carries the following charge in e: number 1, H, carries 0.0211; number 2, N, carries 0.0972; number 3, C, carries -0.4681; number 4, N, carries 0.0165; number 5, C, carries -0.0898; number 6, C, carries -0.1046; number 7, C, carries -0.2381; number 8, N, carries 0.0090; number 9, H, carries 0.1763; number 10, H, carries 0.0947; number 11, H, carries 0.0863; number 12, H, carries 0.1189; number 13, H, carries 0.1556; number 14, H, carries 0.1251

---

Entry 9:
The following is a quantum chemistry calculation of one molecule with the formula C4H7N3 in a non-equilibrium geometry, from the Open Molecules 2025 dataset.

Values from the calculation:
SMILES string	CNc1cc[nH]n1

The geometry in XYZ format:
```
14
C4H7N3 | the Open Molecules 2025 dataset | ωB97M-V/def2-TZVPD
C 2.21538 0.07883 0.27875
N 1.18889 0.24133 -0.71301
C -0.13247 0.01044 -0.41801
C -0.70018 -0.53525 0.75578
C -2.06583 -0.42205 0.53084
N -2.20146 0.04788 -0.72859
N -1.05004 0.34975 -1.32467
H 2.22847 -0.96272 0.62063
H 3.17658 0.27834 -0.19912
H 2.11417 0.73095 1.16284
H 1.30474 0.96615 -1.40351
H -0.16349 -0.96808 1.59215
H -2.83620 0.11366 1.06393
H -3.07857 0.07077 -1.21801
```

In the Löwdin picture, each atom carries the following charge in e: number 1, C, carries -0.1217; number 2, N, carries -0.0461; number 3, C, carries -0.3936; number 4, C, carries -0.0256; number 5, C, carries -0.1323; number 6, N, carries -0.0740; number 7, N, carries 0.0762; number 8, H, carries 0.0804; number 9, H, carries 0.0795; number 10, H, carries 0.0828; number 11, H, carries 0.1226; number 12, H, carries 0.0918; number 13, H, carries 0.1167; number 14, H, carries 0.1434

---

Entry 10:
The following is a quantum chemistry calculation of one molecule with the formula C4H7N3O in a non-equilibrium geometry, from the Open Molecules 2025 dataset.

Values from the calculation:
SMILES string	NC(=O)/N=C\N1CC1

The geometry in XYZ format:
```
15
C4H7N3O | the Open Molecules 2025 dataset | ωB97M-V/def2-TZVPD
N -1.86964 2.15842 -0.33412
C -0.98193 1.34700 -1.00620
O -1.43639 0.52488 -1.73886
N 0.30812 1.43607 -0.63720
C 1.06001 0.68777 0.02549
N 0.71476 -0.50844 0.63349
C 0.10901 -1.65939 0.10706
C 1.47431 -1.81432 0.81513
H -1.58676 2.91140 0.29051
H -2.97354 1.94534 -0.38519
H 2.04493 0.93920 0.24642
H -0.80274 -2.02251 0.68835
H -0.10688 -1.92820 -0.95626
H 2.49299 -1.95238 0.26316
H 1.55376 -2.06486 1.98821
```

In the Löwdin picture, each atom carries the following charge in e: number 1, N, carries 0.1142; number 2, C, carries -0.6876; number 3, O, carries 0.0508; number 4, N, carries 0.1472; number 5, C, carries -0.1622; number 6, N, carries -0.0829; number 7, C, carries -0.1669; number 8, C, carries -0.0753; number 9, H, carries 0.0847; number 10, H, carries 0.1755; number 11, H, carries 0.1058; number 12, H, carries 0.1196; number 13, H, carries 0.1226; number 14, H, carries 0.1217; number 15, H, carries 0.1329

---

| no. | orbital gap (eV) |
| --- | --- |
| 1 | 7.506 |
| 2 | 10.399 |
| 3 | 7.887 |
| 4 | 8.517 |
| 5 | 8.269 |
| 6 | 10.123 |
| 7 | 8.333 |
| 8 | 9.541 |
| 9 | 8.910 |
| 10 | 10.028 |